# 1
Here is a 16-piece molecular cluster, C25H82N2O16 overall from OMol25. Energies are from ωB97M-V with the def2-TZVPD basis set.

```
125
Properties=species:S:1:pos:R:3:forces:R:3
H 7.950 7.932 0.150 0.249 -0.024 0.760
H 5.780 1.107 -4.607 -0.110 0.116 0.604
H 8.964 5.943 -5.410 -0.227 -0.031 0.476
C 6.788 3.074 -0.581 -0.080 0.936 -1.231
C 8.481 4.948 -5.444 -0.365 2.686 -1.219
O 1.547 5.210 -5.500 0.604 3.024 -4.863
H 7.283 4.087 -10.813 -0.799 -0.636 0.195
C 6.473 3.388 -10.469 -0.098 -0.948 -0.352
H 2.347 7.963 -3.853 -0.497 0.356 0.975
H 5.761 2.731 -12.459 -0.505 0.080 0.801
H 8.623 9.064 -4.631 0.539 0.375 0.148
H 6.406 0.114 -7.090 -0.436 0.637 0.151
H 4.705 10.298 -6.391 -0.569 1.012 0.087
C 7.759 8.420 -4.532 1.936 -0.260 -1.905
H 5.543 1.422 -11.194 0.007 1.010 0.105
H 5.688 6.752 -7.669 0.098 0.249 -0.443
H 4.724 6.083 -3.407 0.202 -0.347 0.856
O 3.077 -0.101 -2.858 -0.603 -1.208 -0.140
O 6.433 8.176 -9.685 0.003 0.209 -0.346
C 6.312 1.122 -7.547 1.556 0.784 -0.584
H 2.329 1.287 -6.516 0.206 -0.444 -0.642
C 4.819 4.403 -4.895 -0.607 1.219 2.493
H 6.274 2.827 -2.711 -0.362 -0.184 0.691
H 6.740 2.970 -9.498 0.766 -0.323 -0.322
H 3.080 9.271 -0.244 2.023 0.160 -0.227
H -0.178 6.416 -6.637 1.001 0.877 -1.153
H 3.889 9.396 -2.375 0.169 -0.079 0.451
H 4.862 3.725 -9.433 0.137 0.050 -0.152
H 9.076 4.491 -6.190 0.532 -1.415 -0.817
H 7.002 2.347 -5.876 0.453 -0.347 -0.683
O 5.104 1.794 -7.383 -1.763 -0.407 -0.355
H 6.539 0.990 -8.629 -0.098 -0.007 0.485
H 6.475 6.314 -0.983 0.300 0.188 0.075
H 6.698 8.538 -10.540 0.050 -0.286 0.125
H 7.394 6.981 -7.310 0.354 0.271 0.617
H 6.256 9.419 -8.482 0.394 -0.117 0.037
O 8.145 3.106 -1.015 0.657 -1.094 0.193
H 2.251 3.878 -3.242 1.307 -0.128 -0.149
H 3.530 1.825 -3.294 0.678 -0.354 0.189
H 4.451 9.020 -7.606 -0.791 0.188 -0.448
H 4.362 1.285 -7.736 -0.019 0.148 0.149
C 2.567 5.151 0.280 0.257 0.886 -0.990
H 6.785 5.494 -7.950 0.325 -2.373 0.430
H 1.059 5.573 -3.816 -0.119 0.081 1.293
C 5.131 9.483 -6.919 1.007 0.066 -1.196
C 4.910 0.480 -4.386 -0.805 1.389 -0.054
H 0.662 3.361 -3.204 -0.559 -0.043 0.175
H 8.678 2.834 -0.254 0.119 0.186 -0.329
C 7.996 7.929 -0.916 -1.491 0.526 -1.577
C 6.152 2.296 -11.519 -0.104 0.206 -0.392
O 8.365 4.329 -4.235 2.176 -0.474 2.293
C 3.861 5.616 -0.407 -0.780 -1.675 2.124
H 7.370 8.763 -1.272 -0.106 -0.391 0.230
H 6.740 3.819 0.225 -0.700 -0.162 -0.105
H 5.677 6.425 -4.865 0.448 -0.130 0.204
C 7.289 2.132 -6.934 -0.311 -1.835 1.096
O 8.473 5.690 -0.976 0.067 -0.391 -0.331
H 6.546 2.084 -0.220 -0.271 -0.264 0.158
H 4.878 3.422 -1.627 0.838 -0.264 -0.413
O 2.547 8.616 -5.729 -0.745 0.916 -1.007
H 8.139 7.534 -4.041 -0.443 -0.293 0.226
O -0.143 1.216 -6.273 -1.377 -0.264 -0.638
H 7.330 6.548 -2.453 -0.116 -0.148 -2.631
H 5.732 4.030 -4.517 1.179 -1.061 0.096
O 1.465 5.884 -0.247 -0.009 -0.455 0.858
H 3.998 3.917 -4.353 0.041 -0.157 -0.190
H 2.426 4.089 0.176 -0.071 -0.792 -0.607
H 1.955 1.889 -4.989 0.005 -0.192 1.880
H 3.922 8.539 -4.247 0.535 0.123 0.190
H 7.346 3.064 -7.428 -0.173 0.906 -0.859
O 0.961 5.418 -2.822 0.231 -1.092 -1.496
H 5.280 8.738 -6.180 0.834 -0.958 0.913
H 8.237 1.643 -7.002 1.030 0.083 0.436
H 4.403 0.443 -5.357 -0.650 0.279 0.432
H 3.810 5.413 -1.428 -0.015 -0.724 -1.837
H 0.770 7.252 -7.939 -0.109 0.030 0.132
C 1.945 2.145 -6.000 0.420 1.763 -1.686
H 8.177 7.034 -9.557 -0.608 -0.230 0.314
O 5.298 4.102 -10.207 -0.959 1.141 0.161
C 6.709 6.522 -7.987 -0.104 1.408 -0.985
H 6.698 6.229 -10.140 -0.164 -0.744 -0.273
C 0.536 2.470 -6.447 0.821 -0.419 2.182
H 3.976 6.358 -4.919 -0.051 -0.126 0.251
H 9.256 4.461 -3.775 -2.011 -0.533 -0.560
C 4.839 5.871 -4.446 -0.987 0.451 -2.252
C 1.695 5.947 -6.653 -0.530 -2.612 5.497
H 4.710 0.963 -2.349 1.656 0.061 2.710
H 8.291 4.793 -1.273 0.194 -0.365 0.081
H 2.683 -0.417 -3.698 0.432 0.434 0.726
H 3.963 6.674 -0.357 0.471 0.732 0.830
N 0.706 6.630 -7.154 -3.519 -0.584 0.900
H 1.441 3.746 -1.667 0.061 -0.094 0.502
O 6.319 9.879 -7.634 -0.720 -0.009 0.972
H 4.599 4.960 0.095 0.480 0.997 -0.512
O 4.686 4.261 -6.260 0.785 -0.665 -1.393
H 5.070 3.389 -6.538 -0.784 0.824 0.128
H 0.184 3.268 -5.746 -0.180 -0.568 -0.862
H 7.501 8.225 -5.580 -0.172 -0.464 0.060
C 4.559 9.049 -1.572 -0.460 0.889 -0.804
H 7.018 1.845 -11.924 1.534 -0.582 0.005
O 6.751 9.031 -3.864 -1.769 1.568 1.044
C 4.059 0.854 -3.117 -1.615 1.130 -4.758
H 0.567 2.862 -7.480 -0.712 -0.698 0.333
N 2.870 6.116 -7.210 2.558 -0.638 -1.999
C 7.079 6.912 -9.410 -0.079 1.375 0.007
H 3.576 5.421 -6.865 -0.303 0.633 -0.742
H 4.710 7.986 -1.733 -0.001 -0.316 0.304
H 5.234 -0.495 -4.238 0.954 -1.937 0.433
C 1.355 4.028 -2.696 -0.988 0.713 -0.979
H 6.195 4.430 -2.188 0.256 1.082 0.035
H 5.511 9.542 -1.763 -0.048 -0.019 0.330
H 2.711 5.195 1.358 -0.584 0.984 0.218
H -0.367 0.965 -5.351 0.460 0.966 -0.832
H 2.557 3.038 -6.178 0.271 -0.388 0.259
H 2.919 6.447 -8.216 0.031 -0.683 1.922
H 6.689 9.952 -4.189 -0.089 -0.803 0.313
H 3.029 7.868 -6.037 0.438 -0.885 -0.695
O 4.073 9.430 -0.295 -1.695 -0.511 0.177
H 7.492 5.159 -5.843 -0.137 -0.294 -0.041
H 8.984 8.241 -1.282 -0.009 -0.852 0.145
C 5.972 3.450 -1.847 -0.508 -1.100 0.878
H 2.710 9.807 -4.125 -0.379 -0.717 0.418
C 7.457 6.547 -1.434 1.227 2.065 3.380
C 2.870 8.746 -4.385 0.502 0.433 0.055
H 1.298 5.594 -1.171 0.181 0.710 0.654
```
Forces are in eV/Å.

Output
HOMO energy (eV): -9.26
Relative energy (zero: lowest compared OMol25 entry of this formula, charge and spin) (eV): 0.000
Electronic energy (eV): -62988.2072
Charge: 0
Maximum force (eV/A): 6.1

=====

# 2
Here is one molecule with the formula C5H7NO2 from OMol25. Energies are from ωB97M-V with the def2-TZVPD basis set.

```
15
Properties=species:S:1:pos:R:3:forces:R:3
O 0.519 0.583 1.666 -0.170 1.065 3.042
H 0.002 -1.636 0.799 -0.859 -0.842 -0.956
H 1.009 1.666 -0.083 0.238 -0.519 1.428
H -1.337 2.052 1.049 1.946 -2.791 0.320
O -0.521 0.487 -1.353 -0.003 1.619 -3.884
C 0.993 0.602 0.362 -1.553 1.709 -5.907
H 2.653 -0.452 -1.147 -1.980 1.269 -0.157
H -0.507 -1.788 -1.158 0.490 1.365 3.342
H -1.708 -1.647 0.069 0.501 1.107 0.755
H -1.515 0.324 1.701 -2.205 -1.479 1.859
C 1.603 0.032 -1.019 3.382 -2.834 2.181
C -0.662 -1.269 -0.032 0.409 -4.033 -0.896
C -0.368 0.182 -0.054 -1.629 -0.327 -1.052
N 0.741 -0.037 -1.942 -0.494 1.598 0.730
C -0.900 0.901 1.143 1.926 3.091 -0.806
```
Forces are in eV/Å.

Output
HOMO energy (eV): -9.54
Relative energy (zero: lowest compared OMol25 entry of this formula, charge and spin) (eV): 7.793
Electronic energy (eV): -10875.8245
Charge: 0
SMILES: C[C@@]12CO[C@H]1C=NO2
Maximum force (eV/A): 6.3

=====

# 3
Here is C14H20Cl2CoN2O2PSe as an isolated structure from OMol25. Energies are from ωB97M-V with the def2-TZVPD basis set.

```
43
Properties=species:S:1:pos:R:3:forces:R:3
C 3.737 -1.774 -1.072 -0.126 -0.427 -0.572
C 1.766 1.813 -0.657 0.667 6.523 3.933
C 5.375 -0.301 1.803 -1.015 -0.046 0.733
H -2.705 0.418 -3.239 0.527 -0.168 0.093
Cl 1.689 0.718 -3.442 0.110 -0.265 0.181
C -1.298 2.510 -1.621 0.773 0.197 -0.049
H 3.098 -2.609 -0.775 0.179 -0.026 -0.070
Se 1.397 -0.809 0.756 0.248 0.109 0.969
H 8.739 -1.491 0.403 -0.153 0.061 0.086
P -1.161 0.702 -1.374 -2.266 1.350 -1.381
N 4.142 -1.041 0.102 -0.121 0.621 -0.098
H -2.310 2.756 -1.969 0.424 -0.079 0.014
N 4.010 -0.099 2.033 -0.737 -0.251 -0.144
H 3.153 -1.128 -1.742 0.482 -0.182 -0.155
H -1.790 -1.084 -2.819 -0.076 0.280 -0.364
Cl -1.969 -2.102 0.931 0.504 -0.424 -0.974
O -1.747 0.223 2.164 0.151 -2.728 -0.701
C 6.467 -0.265 2.667 0.682 0.076 -0.328
H -2.463 -0.866 4.276 0.059 0.000 0.165
H 8.567 -0.715 2.727 -0.158 0.027 -0.069
C 5.457 -0.844 0.533 -0.923 -0.701 -0.576
H -0.953 0.227 -3.738 -0.472 -0.225 -0.015
H -3.263 -2.226 3.450 0.259 0.115 -0.171
H 4.617 -2.174 -1.580 -0.273 0.220 -0.026
H -1.534 -2.327 3.812 -0.142 0.030 0.055
H 3.604 0.282 2.866 -0.026 0.173 0.400
C 7.774 -1.172 0.784 -0.708 -0.130 -0.924
O 1.831 2.797 -0.061 0.128 -2.879 -2.013
C -2.836 0.668 -0.610 0.071 -0.829 1.323
H -0.547 2.875 -2.322 -0.069 0.168 -0.028
C 3.245 -0.560 0.998 2.281 -0.366 0.193
H -3.165 -0.361 -0.467 -0.110 0.203 -0.039
H -1.134 2.978 -0.643 -0.070 0.096 -0.176
Co 1.270 0.298 -1.390 -1.388 -3.124 -2.191
C -1.964 -0.978 2.244 -0.478 2.796 1.788
H 6.649 -1.677 -1.045 0.353 0.045 0.224
C -2.339 -1.641 3.530 0.004 -0.153 0.153
H 6.355 0.052 3.706 0.248 -0.045 -0.385
C 6.648 -1.271 -0.038 0.698 -0.047 0.395
H -3.565 1.196 -1.242 0.608 -0.144 -0.013
H -2.768 1.144 0.369 -0.235 -0.023 -0.150
C 7.674 -0.706 2.108 -0.647 0.407 0.804
C -1.716 0.003 -2.982 0.734 -0.237 0.101
```
Forces are in eV/Å.

Output
2S+1: 5
HOMO energy (alpha / beta) (eV): -15.58 / -15.69
Relative energy (zero: lowest compared OMol25 entry of this formula, charge and spin) (eV): 0.000
Expectation value of S²: 6.0501
Electronic energy (eV): -159208.6102
Charge: +2
Maximum force (eV/A): 7.6

=====

# 4
Here is one molecule with the formula C7H14N2O3S from OMol25. Energies are from ωB97M-V with the def2-TZVPD basis set.

```
27
Properties=species:S:1:pos:R:3:forces:R:3
C 3.846 -0.727 0.096 -1.810 0.929 0.174
H -2.978 1.043 0.853 0.321 0.225 -0.576
C -1.532 1.031 -0.754 -0.797 -0.742 0.274
N 1.586 -0.190 -0.880 1.087 0.033 -0.284
H -3.717 1.331 -0.708 0.491 -0.528 -0.157
S -3.316 -1.002 -0.148 -0.472 -0.868 -0.244
O 3.243 -0.358 1.257 -0.990 0.161 -1.596
H 3.333 0.853 -1.204 0.229 0.138 -0.118
H -1.425 0.584 -1.756 0.051 0.259 0.206
C -5.107 -0.987 0.238 -0.275 0.983 -1.281
C -0.495 0.408 0.182 0.950 0.904 -0.462
N -0.675 0.844 1.567 -0.126 0.296 -0.095
H 3.875 -0.383 1.933 1.526 -0.397 1.847
H -5.660 -0.538 -0.626 0.508 -0.168 0.606
H 3.320 -0.789 -1.940 -0.092 0.416 0.141
H -1.438 2.112 -0.825 0.345 0.075 0.016
O 4.849 -1.344 -0.003 1.158 -0.497 0.169
O 1.357 1.987 -0.172 0.138 0.330 -0.143
C 0.898 0.888 -0.344 -0.368 -2.695 0.557
H -5.463 -2.020 0.253 0.258 0.160 0.544
H -0.559 -0.697 0.106 0.012 0.661 0.258
H -5.360 -0.374 1.120 0.228 -0.658 -0.126
C 3.045 -0.183 -1.064 -0.888 -0.391 -0.773
H -0.122 0.337 2.233 0.162 -0.864 -0.022
H -0.282 1.771 1.678 -0.221 0.439 -0.389
C -2.916 0.743 -0.211 -1.464 0.987 1.046
H 1.133 -1.088 -1.056 0.036 0.812 0.427
```
Forces are in eV/Å.

Output
HOMO energy (eV): -8.37
Relative energy (zero: lowest compared OMol25 entry of this formula, charge and spin) (eV): 0.228
Electronic energy (eV): -27444.4634
Charge: 0
SMILES: CSCC[C@H](N)C(=O)NCC(=O)O
Maximum force (eV/A): 2.8

=====

# 5
Here is C20H25AsN3RuS as an isolated structure from OMol25. Energies are from ωB97M-V with the def2-TZVPD basis set.

```
51
Properties=species:S:1:pos:R:3:forces:R:3
H -0.930 -1.754 4.768 0.000 -0.001 0.006
H 3.547 -0.596 -2.154 -0.006 -0.006 0.007
C 3.664 0.603 1.691 0.023 -0.023 0.010
H -1.706 -0.970 -3.996 0.023 -0.016 -0.011
C -0.205 2.620 1.885 0.034 0.009 0.039
H -3.437 -4.630 -3.040 -0.002 -0.007 0.005
H -1.184 0.452 5.911 0.001 -0.002 0.004
H -4.128 -2.151 -5.094 0.001 0.003 -0.012
H 4.752 0.592 1.611 -0.011 0.005 0.023
C 0.367 3.305 -0.434 -0.066 0.014 0.083
C 0.238 2.300 0.554 0.065 0.557 0.031
H -2.639 -5.649 -0.883 0.001 -0.005 0.009
H 3.334 -0.309 2.185 0.005 0.000 -0.011
C 0.108 4.609 -0.088 -0.018 -0.021 -0.081
C -3.217 -2.757 -5.091 -0.014 -0.024 0.020
N -0.302 0.276 2.184 0.094 -0.018 0.088
H 3.223 3.214 -0.212 0.014 -0.003 0.013
C -0.751 1.573 4.133 0.006 -0.022 -0.049
C -0.291 4.927 1.221 -0.005 0.008 0.025
H -0.371 -1.786 2.346 0.011 0.011 0.004
H -3.483 -3.764 -5.403 -0.003 0.005 -0.009
H 4.876 -0.542 -0.968 -0.004 -0.032 -0.026
C -1.333 -1.654 -2.098 -0.008 0.191 0.222
H 0.676 3.055 -1.441 0.012 0.003 0.010
C -0.474 -0.853 2.886 -0.095 -0.031 0.036
H -0.852 2.535 4.614 -0.004 0.004 -0.001
H 3.353 1.473 2.268 -0.004 -0.005 -0.003
C -0.934 0.402 4.859 0.000 0.003 0.004
As 2.944 0.719 -0.097 0.153 0.188 0.268
S -0.300 -0.243 -1.808 0.037 -0.037 -0.655
C -0.453 3.941 2.195 -0.013 -0.020 -0.024
N -1.876 -1.723 -3.336 -0.024 -0.068 0.041
H -3.415 -4.402 0.086 -0.002 -0.009 0.005
C -2.500 -4.658 -0.458 -0.029 0.022 -0.007
Ru 0.448 0.456 0.217 -0.166 -0.670 0.096
C 3.631 2.382 -0.781 -0.029 -0.012 -0.084
C 3.802 -0.682 -1.100 -0.068 -0.010 -0.046
C -0.431 1.486 2.791 0.045 0.031 0.019
H 3.512 -1.660 -0.721 -0.002 0.008 0.006
C -2.281 -3.639 -1.514 0.018 -0.018 0.030
H -2.519 -2.332 -5.811 -0.004 0.000 -0.011
C -2.844 -3.765 -2.783 0.006 0.046 -0.044
C -0.792 -0.827 4.230 0.005 -0.009 -0.041
H -1.676 -4.660 0.250 0.012 -0.020 -0.007
H -0.498 5.959 1.475 0.013 0.007 0.000
H 3.389 2.492 -1.836 0.004 0.005 0.005
H 4.714 2.351 -0.659 -0.009 0.010 -0.022
N -1.521 -2.563 -1.191 -0.001 -0.034 -0.001
H 0.209 5.396 -0.823 -0.004 -0.001 -0.001
H -0.797 4.227 3.180 -0.018 -0.015 0.003
C -2.645 -2.773 -3.721 0.026 0.013 0.036
```
Forces are in eV/Å.

Output
2S+1: 5
HOMO energy (alpha / beta) (eV): -17.50 / -18.03
Expectation value of S²: 6.0554
Electronic energy (eV): -99844.1645
Charge: +3
Maximum force (eV/A): 0.7